This record from OMol25 describes a 2-piece molecular cluster, C19H15N2O6 overall in a non-equilibrium geometry. The level of theory is wB97M-V/def2-TZVPD.

Structure (XYZ):
```
42
Properties=species:S:1:pos:R:3:forces:R:3
N -1.699795 -0.641839 3.195180 0.2 -1.3 -1.0
C -2.400316 -0.529728 1.855756 0.0 0.4 -0.4
C -3.638778 -1.591049 1.725910 0.6 0.3 0.9
O -4.702383 -1.080154 0.849635 -0.6 -0.3 1.8
C -5.971235 -1.089962 1.530595 0.2 -0.9 0.4
N -7.012583 -0.196563 0.850825 -2.9 1.8 4.9
C -7.773527 0.231842 1.837843 -0.4 -1.6 1.3
O -8.500436 0.425174 2.851428 4.0 -0.6 -6.2
C -2.919931 1.008059 1.635718 -1.2 5.6 1.6
O -3.263541 1.494493 0.491924 1.4 -2.9 2.4
O -2.961636 1.875290 2.736818 0.5 -4.7 -3.7
H -0.742335 -1.020190 3.021679 -1.1 0.4 0.3
H -2.161524 -1.342165 3.796358 0.2 0.6 -0.4
H -1.578138 -0.756940 1.070192 -1.7 0.5 0.9
H -3.260123 -2.635066 1.377699 -0.7 1.8 0.3
H -4.053670 -1.739994 2.804463 0.6 0.3 -1.7
H -5.919889 -0.716694 2.625309 0.5 -1.0 -1.6
H -6.381393 -2.175823 1.454835 0.4 1.7 0.4
C 1.085129 2.633381 0.781130 0.0 -0.1 0.0
C 1.440492 3.543122 -0.212546 0.2 -0.2 -0.1
C 2.197642 3.125176 -1.302398 -0.1 0.2 0.2
C 2.612421 1.796078 -1.395734 -0.1 0.2 0.1
C 2.276880 0.890334 -0.388183 -0.2 0.3 0.2
C 1.502155 1.309346 0.695310 0.0 0.2 0.0
C 2.751501 -0.509652 -0.449922 -0.4 -0.4 0.9
O 2.456493 -1.303976 0.427766 0.2 0.1 -0.3
C 3.598105 -0.930673 -1.589290 0.3 -0.3 -0.3
C 4.101189 -2.232592 -1.632058 0.2 -0.1 -0.2
C 4.886758 -2.641063 -2.705614 -0.1 0.2 0.1
C 5.164863 -1.754632 -3.744002 -0.1 0.2 0.1
C 4.670072 -0.455299 -3.702084 0.1 -0.2 0.0
C 3.893398 -0.038270 -2.618975 0.2 -0.4 -0.2
C 3.401547 1.356951 -2.566644 0.0 0.9 -0.6
O 3.649128 2.134882 -3.474684 0.0 -0.3 0.2
H 0.486381 2.958287 1.626684 0.0 -0.1 -0.1
H 1.124954 4.579112 -0.138466 0.0 -0.1 0.0
H 2.466706 3.838301 -2.075875 0.0 -0.2 0.0
H 1.225621 0.607807 1.476380 0.1 0.0 -0.2
H 3.885786 -2.929810 -0.827762 -0.1 0.2 0.0
H 5.281138 -3.652360 -2.734161 -0.1 0.1 0.0
H 5.771870 -2.075816 -4.585109 -0.1 0.0 0.1
H 4.894296 0.232360 -4.512069 -0.1 0.0 0.2
```
Forces are in eV/Å.

Calculated values
E_HOMO: -3.609 eV
charge: -1
2S+1: 1
energy: -1293.9362 Ha

And the Mulliken charges, in e, turn out to be: number 1, N, carries -0.6431; number 2, C, carries 0.7242; number 3, C, carries -0.8271; number 4, O, carries -0.2567; number 5, C, carries -0.1957; number 6, N, carries -0.4652; number 7, C, carries 0.7427; number 8, O, carries -0.5115; number 9, C, carries 0.2834; number 10, O, carries -0.7260; number 11, O, carries -0.7946; number 12, H, carries 0.2465; number 13, H, carries 0.2190; number 14, H, carries 0.1069; number 15, H, carries 0.1810; number 16, H, carries 0.3535; number 17, H, carries 0.2851; number 18, H, carries 0.2813; number 19, C, carries -0.4924; number 20, C, carries -0.5017; number 21, C, carries -0.5862; number 22, C, carries 0.3793; number 23, C, carries 0.3019; number 24, C, carries -0.5974; number 25, C, carries 0.5326; number 26, O, carries -0.6797; number 27, C, carries 0.1495; number 28, C, carries -0.5218; number 29, C, carries -0.4482; number 30, C, carries -0.4328; number 31, C, carries -0.5396; number 32, C, carries 0.1326; number 33, C, carries 0.5708; number 34, O, carries -0.6870; number 35, H, carries 0.3979; number 36, H, carries 0.3927; number 37, H, carries 0.4425; number 38, H, carries 0.5111; number 39, H, carries 0.4539; number 40, H, carries 0.3849; number 41, H, carries 0.3843; number 42, H, carries 0.4489

=====

This record from OMol25 describes C19H15NPdSSe3SiTe as an isolated structure. The level of theory is wB97M-V/def2-TZVPD.

Structure (XYZ):
```
42
Properties=species:S:1:pos:R:3:forces:R:3
Pd -2.663147 -0.784358 -1.133910 -0.3 0.0 0.0
Se -3.262147 -0.101873 -3.506320 0.1 -0.2 -0.3
Se -2.504426 1.446435 -2.002534 0.3 0.7 -0.2
Te -5.526069 0.013230 -0.082528 -0.3 -0.2 -0.1
Se -3.485115 -0.580028 1.148830 0.4 0.0 0.6
C 2.862702 -1.101361 -3.064876 0.0 0.0 0.1
C 3.085037 -0.959703 -1.700440 0.0 0.0 0.0
C 2.028393 -0.645644 -0.857086 0.0 0.0 0.0
C 0.732635 -0.446427 -1.346890 0.1 0.0 -0.1
C 0.531153 -0.599832 -2.719921 -0.1 0.0 0.0
C 1.582126 -0.927006 -3.566987 0.0 0.0 0.0
Si -0.676322 0.004190 -0.164317 -0.1 -0.1 0.2
C -0.456365 1.840454 0.276330 0.1 0.2 0.0
C -1.377534 2.524773 1.076348 -0.1 0.0 0.0
C -1.192861 3.860465 1.409163 0.0 0.0 0.0
C -0.078811 4.550690 0.952761 0.0 0.0 0.0
C 0.846599 3.893656 0.152496 0.0 0.0 0.0
C 0.653420 2.559790 -0.179801 0.0 -0.1 0.0
C -0.144592 -0.843874 1.463277 0.0 -0.1 0.1
C -0.290492 -2.223361 1.635250 0.0 -0.1 0.0
C 0.148346 -2.863918 2.785507 0.0 0.0 0.0
C 0.752021 -2.140887 3.804930 0.0 0.0 0.0
C 0.909449 -0.770046 3.659122 0.0 0.0 0.0
C 0.466357 -0.137115 2.503636 0.0 0.1 0.0
H 3.680755 -1.363104 -3.726922 0.0 0.0 0.0
H 4.077301 -1.107259 -1.287895 0.0 0.0 0.0
H 2.216129 -0.561049 0.208336 0.0 0.0 0.0
H -0.463507 -0.478798 -3.136208 0.0 0.0 0.0
H 1.386247 -1.062577 -4.623976 0.0 0.0 0.0
H -2.260693 2.001215 1.427858 0.0 0.0 0.0
H -1.931700 4.366554 2.020107 0.0 0.0 0.0
H 0.063280 5.594946 1.209317 0.0 0.0 0.0
H 1.716125 4.421867 -0.223313 0.0 0.0 0.0
H 1.375510 2.066126 -0.820316 0.0 0.0 0.0
H -0.761018 -2.811638 0.857043 -0.1 0.0 -0.1
H 0.009409 -3.934765 2.882024 0.0 0.0 0.0
H 1.092091 -2.639352 4.706163 0.0 0.0 0.0
H 1.375210 -0.186305 4.445821 0.0 0.0 0.0
H 0.597394 0.935560 2.415755 0.0 0.0 0.0
S -2.544577 -3.194311 -1.098290 0.3 -0.3 -0.4
C -1.601778 -3.624979 -2.449440 -0.3 0.1 0.4
N -0.966535 -3.990381 -3.348101 0.0 0.0 0.0
```
Forces are in eV/Å.

Calculated values
E_HOMO: -0.724 eV
charge: -2
2S+1: 1
energy: -9075.8387 Ha
energy relative to the best compared isomer or geometry (same formula, charge and spin): 23.88 kJ/mol

And the Mulliken charges, in e, turn out to be: number 1, Pd, carries -0.4971; number 2, Se, carries -0.5786; number 3, Se, carries -0.3866; number 4, Te, carries -0.4643; number 5, Se, carries -0.5459; number 6, C, carries -0.3724; number 7, C, carries -0.6905; number 8, C, carries 0.0779; number 9, C, carries 0.5096; number 10, C, carries -0.3775; number 11, C, carries -0.6661; number 12, Si, carries 1.7499; number 13, C, carries -0.0488; number 14, C, carries 0.1498; number 15, C, carries -0.6761; number 16, C, carries -0.3746; number 17, C, carries -0.7069; number 18, C, carries -0.0881; number 19, C, carries 0.1647; number 20, C, carries -0.1834; number 21, C, carries -0.6458; number 22, C, carries -0.3617; number 23, C, carries -0.7252; number 24, C, carries -0.1297; number 25, H, carries 0.3212; number 26, H, carries 0.3589; number 27, H, carries 0.3770; number 28, H, carries 0.1410; number 29, H, carries 0.3517; number 30, H, carries 0.1982; number 31, H, carries 0.3751; number 32, H, carries 0.3244; number 33, H, carries 0.3481; number 34, H, carries 0.3099; number 35, H, carries 0.0271; number 36, H, carries 0.3826; number 37, H, carries 0.3225; number 38, H, carries 0.3643; number 39, H, carries 0.2877; number 40, S, carries -0.4358; number 41, C, carries 0.5120; number 42, N, carries -0.6984